(1)
{
  "formula": "C11H26F4N4O7P2",
  "method": "ωB97M-V with the def2-TZVPD basis set",
  "elements": ["C", "C", "C", "F", "N", "C", "N", "O", "C", "C", "C", "O", "N", "P", "O", "P", "N", "O", "O", "H", "H", "H", "H", "H", "H", "H", "H", "H", "H", "H", "H", "H", "H", "H", "H", "H", "H", "H", "H", "C", "C", "O", "C", "O", "C", "F", "F", "F", "H", "H", "H", "H", "H", "H"],
  "positions_angstrom": [[3.941546, 1.970349, 2.210728], [3.120747, 3.113352, 1.485748], [1.875240, 2.566735, 0.709636], [1.264817, 3.685079, 0.103395], [0.906106, 1.863490, 1.584702], [-0.352555, 1.820762, 0.850855], [-0.509620, 0.897672, -0.048853], [0.409456, -0.045172, -0.315339], [0.977910, 0.116878, -1.642309], [2.466493, -0.460549, -1.566127], [2.632352, -1.304072, -0.220618], [2.746177, -1.346936, -2.639905], [-1.322792, 2.805495, 1.182780], [-0.724350, 3.666466, 2.661456], [-1.771339, 4.598034, 3.231820], [-2.853932, 2.085030, 1.682787], [-2.700324, 1.446094, 3.137452], [-3.982893, 3.318167, 1.634275], [-3.357076, 0.874399, 0.635451], [3.453947, 1.638678, 3.159344], [4.922249, 2.436057, 2.496705], [4.174655, 1.135579, 1.508356], [2.872126, 3.970382, 2.167112], [3.814614, 3.550316, 0.715600], [2.262504, 1.943955, -0.131630], [1.222968, 0.916153, 1.804452], [-1.378259, 0.848782, -0.606512], [0.404773, -0.391790, -2.453754], [1.091272, 1.206286, -1.875174], [3.221056, 0.372591, -1.469992], [1.860710, -2.103369, -0.127832], [2.662331, -0.637965, 0.689770], [3.629903, -1.826437, -0.223317], [3.696503, -1.266982, -2.798076], [-0.426150, 2.690415, 3.666997], [0.493768, 4.353562, 2.388494], [-2.933539, 0.449888, 3.062211], [-4.264631, 3.377909, 0.699741], [-3.919809, 0.242053, 1.112757], [-1.313065, -2.279302, -1.039793], [-2.216128, -2.228665, -2.261939], [-2.021842, -3.290038, -3.153537], [-2.649928, -4.574380, -2.834042], [-3.920550, -4.442389, -2.564753], [-1.867394, -5.367404, -1.730518], [-0.517303, -5.206451, -1.859135], [-2.080297, -6.693725, -1.842406], [-2.165769, -5.036479, -0.457504], [-0.303513, -2.604000, -1.304527], [-1.261315, -1.300382, -0.572586], [-1.701013, -2.965903, -0.289251], [-1.950179, -1.326112, -2.831253], [-3.267147, -2.107728, -1.979618], [-2.391511, -5.154380, -3.742325]],
  "atomic_forces_ev_per_a": [[0.12, 1.14, 0.04], [0.47, -0.53, -0.25], [2.45, 1.15, 0.09], [-0.20, -1.10, 0.55], [-1.45, 0.89, -1.75], [0.79, 0.16, 0.95], [-1.63, 1.09, -0.52], [0.67, 0.54, 0.25], [2.02, 0.31, -1.33], [-0.19, -1.09, 2.21], [0.68, 0.17, 0.01], [-0.11, 1.17, 0.07], [1.36, -2.15, -0.25], [-1.62, 2.32, 3.49], [1.56, -1.56, -1.78], [-3.50, -1.78, 3.37], [0.17, 0.99, -2.40], [2.39, -2.31, -1.22], [1.22, 2.51, -0.18], [0.32, -0.01, -0.90], [-0.85, -0.58, -0.17], [-0.34, 0.47, 0.65], [-0.08, -1.00, -0.48], [-0.85, -0.38, 0.50], [-0.59, 0.19, 0.60], [-0.02, 0.19, -0.19], [0.22, -0.24, 0.36], [0.16, 0.15, 0.92], [-0.53, -0.79, 0.23], [-0.81, -0.56, -0.56], [0.46, 0.76, -0.03], [-0.28, -0.69, -0.82], [-0.90, 0.58, -0.26], [-0.24, -0.25, -0.19], [0.01, 0.15, -1.10], [-0.55, -0.59, -0.61], [0.13, 0.39, 0.39], [-0.17, 0.39, 0.33], [0.13, 0.15, -0.04], [-0.34, -0.27, 0.33], [0.07, 0.03, -0.45], [1.15, 0.35, 0.20], [-2.05, -0.08, 0.13], [0.67, -0.35, 0.31], [0.23, 0.40, -0.36], [0.17, -0.06, 0.18], [-0.13, 0.14, -0.01], [-0.06, -0.17, 0.06], [-0.02, 0.07, -0.06], [-0.22, -0.06, 0.05], [0.10, 0.01, -0.07], [-0.03, 0.04, -0.16], [-0.07, -0.29, 0.07], [0.13, 0.00, -0.23]],
  "homo_ev": -5.68,
  "lumo_energy_ev": -2.37
}

***

(2)
{
  "formula": "C11H26F6N3O4P2SbScTe",
  "method": "ωB97M-V with the def2-TZVPD basis set",
  "elements": ["Sc", "C", "O", "H", "H", "H", "F", "Sb", "F", "F", "F", "F", "F", "C", "C", "O", "P", "O", "Te", "O", "C", "C", "H", "H", "H", "H", "H", "H", "H", "H", "H", "H", "C", "N", "C", "N", "C", "N", "C", "P", "C", "C", "H", "H", "H", "H", "H", "H", "H", "H", "H", "H", "H", "H", "H"],
  "positions_angstrom": [[-0.023963, 2.539256, -0.952822], [2.878148, 1.335753, -0.445618], [1.554649, 1.753195, -0.734158], [2.859995, 0.247350, -0.544660], [3.064686, 1.589607, 0.589419], [3.659456, 1.756553, -1.123645], [-1.201553, 1.329290, 0.701654], [-2.707042, 1.099154, -0.389176], [-2.727888, -0.723549, 0.076644], [-3.800288, 1.677810, 0.967066], [-1.261322, 0.827801, -1.644308], [-2.213270, 3.087779, -0.772253], [-4.004319, 1.066588, -1.626375], [0.745059, 3.310424, 2.545876], [0.097920, 4.562238, 2.012627], [0.015602, 4.326407, 0.548211], [0.468440, 5.355847, -0.582238], [0.479118, 4.353221, -1.734262], [-1.195388, 7.012460, -1.118196], [1.805282, 5.865034, 0.036567], [2.803711, 6.684354, -0.696225], [3.773534, 5.864263, -1.390202], [0.893797, 3.418389, 3.646052], [1.715284, 3.151320, 2.029801], [0.164926, 2.412135, 2.398332], [0.810416, 5.415817, 2.137760], [-0.949162, 4.650681, 2.383937], [3.243689, 7.302601, 0.069264], [2.282141, 7.313500, -1.392133], [4.266471, 5.269802, -0.625573], [4.623708, 6.369561, -1.854821], [3.201713, 5.243794, -2.064644], [-2.075221, -4.120975, -0.968529], [-2.431662, -4.952612, 0.238155], [-2.009440, -6.516005, -0.033631], [-0.630553, -6.486191, -0.271154], [-0.316365, -5.625950, -1.404119], [-0.630200, -4.189187, -1.229388], [0.178569, -3.572168, -0.164495], [-0.012699, -4.373917, 1.523503], [-1.858612, -4.276005, 1.507481], [0.135490, -6.123245, 0.885715], [-2.341932, -3.067435, -0.889372], [-2.591677, -4.493258, -1.818332], [-3.426869, -4.964376, 0.354185], [-2.622996, -6.787374, -0.901778], [-2.274799, -7.077412, 0.882997], [-0.937355, -6.014891, -2.240924], [0.711950, -5.670711, -1.604187], [-0.160830, -2.535531, -0.129134], [1.260163, -3.595470, -0.462757], [-2.145974, -3.239248, 1.488368], [-2.275124, -4.780549, 2.329394], [-0.093748, -6.775100, 1.781419], [1.226321, -6.230847, 0.674657]],
  "atomic_forces_ev_per_a": [[-0.75, 0.19, 0.42], [-0.15, -0.54, -0.35], [0.83, 0.18, -0.17], [0.42, 0.07, 0.05], [0.40, 0.07, 0.18], [-0.85, -0.10, 0.45], [1.42, 0.46, 0.74], [-0.30, 0.75, 1.13], [-0.03, 0.24, -0.31], [-0.25, 0.05, 0.32], [0.21, 0.29, -0.63], [0.09, -1.76, -0.16], [-1.04, -0.12, -1.43], [0.95, 0.10, 0.81], [0.28, -0.49, -0.09], [-0.41, -0.05, 0.47], [-0.31, -0.33, -0.15], [0.33, 0.69, -0.29], [0.32, 0.04, 0.09], [0.16, 0.02, -0.76], [-0.68, 1.75, 0.69], [1.11, -1.61, 0.31], [0.10, -0.08, -0.81], [-0.38, 0.20, 0.54], [-0.46, -0.11, -0.10], [-1.19, -0.46, 0.20], [0.94, 0.54, -0.32], [0.00, 0.20, 0.28], [-0.56, 0.47, -0.20], [0.02, -0.62, -0.07], [-0.64, 0.41, -0.27], [0.47, -0.43, -0.57], [1.87, 0.63, -0.05], [-0.06, 0.31, 0.51], [0.07, 1.45, 0.80], [-0.30, -0.10, -0.38], [-1.49, 0.26, -0.69], [-1.16, -1.41, 0.44], [0.29, -0.01, -0.27], [0.16, 0.16, -0.56], [0.64, -0.82, -1.83], [1.23, -0.33, 2.01], [-0.32, -0.09, 0.73], [-0.50, -0.64, -0.71], [-0.85, 0.12, -0.04], [0.28, -0.03, 0.23], [0.04, 0.37, -0.55], [0.71, 0.37, 0.21], [1.43, -0.43, -0.47], [0.33, 0.16, 0.25], [-0.95, 0.06, 0.21], [-0.40, 0.39, 0.01], [-0.59, -0.55, 1.19], [0.25, 0.35, -1.12], [-0.75, -0.21, 0.09]],
  "relative_energy_ev": 0.4639,
  "homo_ev": [-14.14, -14.14],
  "multiplicity": 2,
  "total_charge": 2,
  "lumo_energy_ev": [-5.60, -7.88]
}

***

| no. | electronic energy (eV) |
| --- | --- |
| 1 | -61563.160 |
| 2 | -93896.278 |